6
Properties=species:S:1:pos:R:3:nbo_charge:R:1 method="wB97M-V/def2-TZVPD" smiles=O.O homo_energy_ev=-11.61 lumo_energy_ev=1.09 gap_ev=12.701 molar_mass_g_mol=36.030 total_energy_ev=-4159.72146
H -1.60 3.13 1.48 0.4684
H -3.05 3.30 1.02 0.4678
O -2.14 3.32 0.70 -0.9362
H 1.57 -2.94 -1.35 0.4660
H 2.87 -3.68 -1.27 0.4652
O 2.19 -3.30 -0.70 -0.9312

6
Properties=species:S:1:pos:R:3:nbo_charge:R:1 method="wB97M-V/def2-TZVPD" smiles=O.O homo_energy_ev=-11.43 lumo_energy_ev=0.88 gap_ev=12.312 molar_mass_g_mol=36.030 total_energy_ev=-4159.76292
O -0.94 -1.85 -0.72 -0.9372
H -1.08 -2.78 -0.58 0.4684
H -1.27 -1.69 -1.61 0.4690
O 0.93 2.42 0.81 -0.9370
H 1.70 2.40 1.38 0.4658
H 0.67 1.51 0.73 0.4711